[1]
This record from OMol25 describes a molecular structure, C25H26F6N5O12ReS4. The level of theory is ωB97M-V with the def2-TZVPD basis set.

Output
Kohn-Sham gap (alpha / beta) in eV: 6.84 / 6.98
Molecular weight in u: 1017.0
<S²>: 0.754
Multiplicity: 2
HOMO energy (alpha / beta) in eV: -11.64 / -11.40
Net charge: +1
Energy above the lowest of the compared OMol25 structures with the same formula, charge and spin in eV: 0.121

XYZ file:
```
79
C25H26F6N5O12ReS4 (ωB97M-V with the def2-TZVPD basis set)
Re -0.1694 1.9299 -0.2162
F -0.1354 1.8040 -4.9665
C 0.3083 2.8981 -4.3627
F 1.4245 2.6173 -3.6980
F 0.5554 3.8401 -5.2556
S -0.9772 3.4817 -3.1750
O -1.0625 2.4040 -2.1672
O -2.1667 3.7191 -3.9054
N -0.2708 4.7735 -2.6059
S -0.1710 4.9746 -1.0682
O 0.6291 3.8667 -0.4383
O -1.3710 5.3134 -0.3743
C 0.9738 6.4206 -0.8973
F 1.3194 6.4992 0.3781
F 0.3228 7.5104 -1.2577
F 2.0492 6.2609 -1.6470
C 0.9799 -0.1481 4.7976
C 2.2165 0.3488 4.0692
N 2.3604 -0.2789 2.7521
C 3.1509 -1.5229 2.7238
C 4.6086 -1.2521 2.3974
C 1.7935 0.1968 1.6637
S 0.8902 1.6852 1.7946
N 2.0133 -0.4998 0.5294
C 1.8018 -0.1226 -0.6946
O 1.2951 1.0356 -1.0969
C 2.1060 -1.0822 -1.7714
C 2.5880 -2.3523 -1.4449
C 2.8107 -3.2842 -2.4413
C 2.5575 -2.9540 -3.7671
C 2.0836 -1.6920 -4.0978
C 1.8522 -0.7574 -3.1039
H 0.9264 0.3108 5.7830
H 1.0049 -1.2288 4.9219
H 0.0742 0.1092 4.2496
H 3.1188 0.0928 4.6241
H 2.2096 1.4310 3.9508
H 2.7024 -2.1931 1.9960
H 3.0362 -1.9728 3.7095
H 4.7052 -0.8371 1.3950
H 5.1749 -2.1811 2.4410
H 5.0533 -0.5545 3.1068
H 2.7849 -2.5956 -0.4103
H 3.1855 -4.2662 -2.1888
H 2.7279 -3.6860 -4.5449
H 1.8851 -1.4404 -5.1299
H 1.4642 0.2154 -3.3504
O -1.8496 2.6914 0.4290
S -3.0150 2.8551 1.4301
C -3.4546 1.1681 1.9001
C -4.3744 0.6548 0.7983
C -5.3169 1.8151 0.4963
C -4.4336 3.0492 0.3128
H -3.9562 1.2473 2.8661
H -2.5139 0.6315 2.0191
H -4.9042 -0.2420 1.1156
H -3.7797 0.4064 -0.0825
H -5.9981 1.9698 1.3351
H -5.9220 1.6489 -0.3933
H -4.9146 3.9988 0.5339
H -3.9723 3.1036 -0.6747
O -1.4007 -0.4546 -2.0405
C -1.2449 -0.7215 -0.8797
O -1.0251 0.1702 0.0922
C -1.1772 -2.1332 -0.3738
C -1.6648 -3.1671 -1.1651
C -1.5238 -4.4644 -0.7115
C -0.8916 -4.7869 0.4752
C -0.4007 -3.7300 1.2176
C -0.5449 -2.4129 0.8300
N 0.3295 -4.0108 2.4706
O 0.7682 -3.0520 3.0808
O 0.4723 -5.1654 2.7872
N -2.0574 -5.5685 -1.5414
O -2.5569 -5.2627 -2.6001
O -2.0375 -6.6766 -1.0568
H -2.1292 -2.9636 -2.1191
H -0.7822 -5.8121 0.7957
H -0.1485 -1.6231 1.4470
```

=====

[2]
This record from OMol25 describes a molecular structure, C25H26FI2NNbO8 at a distorted geometry. The level of theory is ωB97M-V with the def2-TZVPD basis set.

Output
Kohn-Sham gap in eV: 4.61
Molecular weight in u: 834.2
HOMO energy in eV: -5.12
Net charge: -1

XYZ file:
```
64
C25H26FI2NNbO8 (ωB97M-V with the def2-TZVPD basis set)
C 3.3505 2.6556 -2.8896
C 3.8378 1.6475 -3.9084
Nb 3.3873 -0.5090 -3.3470
C 5.6381 -0.9575 -3.0615
O 6.1341 -1.9380 -3.5461
N 6.6051 -0.0332 -2.2697
C 6.9441 -0.5095 -1.0213
O 6.7768 0.0300 0.0580
F 7.5665 -1.6881 -1.0568
C 1.1520 -0.2999 -3.6422
I 0.4852 -2.1099 -4.6686
C 0.1226 -0.0884 -2.5168
C 0.5609 -0.0046 -1.0831
I -0.9968 1.7466 -2.9447
H 4.1224 2.8048 -2.1633
H 2.5097 2.3008 -2.3285
H 3.0999 3.6135 -3.3160
H 4.9043 1.7215 -4.0248
H 3.3879 1.7783 -4.8809
H 3.5318 0.0969 -1.6290
H 3.1659 -2.2633 -2.7774
H 3.7098 -0.9212 -5.1056
H 7.4606 -0.0940 -2.8161
H 1.0139 0.4625 -4.3739
H -0.6287 -0.8356 -2.5710
H -0.3224 -0.2241 -0.5099
H 1.3148 -0.7224 -0.8381
H 0.8695 0.9818 -0.8183
C -2.2797 -1.4196 2.2535
C -3.0637 -1.6502 3.3032
C -4.4949 -2.0056 3.1352
O -5.2127 -2.2087 4.0931
C -5.0219 -2.1003 1.7492
C -4.2387 -1.8713 0.7001
C -2.8079 -1.5123 0.8695
O -2.0996 -1.3027 -0.0905
H -1.2355 -1.1620 2.3542
H -2.6997 -1.5891 4.3210
H -6.0631 -2.3615 1.6466
H -4.6021 -1.9332 -0.3182
C 4.1852 -0.5148 2.7294
C 5.4759 -0.2492 2.9130
C 5.9726 0.2876 4.2060
O 7.1441 0.5366 4.3865
C 4.9784 0.5136 5.2890
C 3.6917 0.2472 5.1034
C 3.1968 -0.2876 3.8083
O 2.0177 -0.5259 3.6557
H 3.8002 -0.9012 1.7931
H 6.2147 -0.4012 2.1375
H 5.3644 0.9041 6.2223
H 2.9471 0.4039 5.8740
C -9.0136 1.8284 1.2983
C -8.6074 0.5696 1.4290
C -7.9701 -0.1525 0.2992
O -7.6016 -1.3004 0.4205
C -7.7983 0.5814 -0.9796
C -8.2045 1.8405 -1.1103
C -8.8449 2.5647 0.0182
O -9.2154 3.7110 -0.0986
H -9.4814 2.3757 2.1065
H -8.7179 0.0136 2.3513
H -7.3278 0.0347 -1.7867
H -8.0901 2.3956 -2.0322
```

=====

[3]
This record from OMol25 describes a molecular structure, C25H26FN3O5 at a distorted geometry. The level of theory is ωB97M-V with the def2-TZVPD basis set.

Output
Kohn-Sham gap in eV: 9.01
Molecular weight in u: 467.5
HOMO energy in eV: -8.96
Net charge: 0
Energy above the lowest of the compared OMol25 structures with the same formula, charge and spin in eV: 16.619

XYZ file:
```
60
C25H26FN3O5 (ωB97M-V with the def2-TZVPD basis set)
C 0.1654 7.0428 -2.8921
C 0.9677 5.7170 -2.6276
H 1.8723 5.9182 -1.9775
H 1.3969 5.3769 -3.6162
O 0.0182 4.8235 -2.1731
C 0.5277 3.6644 -2.2468
O 1.4762 3.4088 -2.8378
C -0.3325 2.5683 -1.6755
C -1.1510 3.0126 -0.6389
C -1.9800 2.0829 0.1755
C -1.6385 0.7159 -0.2026
C -0.9468 0.3360 -1.3822
C -0.4878 1.2819 -1.9873
H 0.4352 0.9255 -2.6974
H -1.0511 -0.7345 -1.6473
N -2.5246 -0.0883 0.6637
C -3.1856 -1.3430 0.1544
O -3.0715 -1.6327 -1.0291
C -3.5139 -2.4114 1.2377
N -2.7069 -3.4110 1.5948
H -3.0713 -4.1676 0.7301
C -1.1676 -3.3607 1.6950
C -0.6714 -2.6912 2.8460
H -1.1798 -2.8573 3.8434
H -0.8486 -1.7806 2.4290
C 0.7004 -3.0109 2.9813
N 1.2330 -2.5194 1.7414
C 2.2246 -1.5381 1.6431
O 2.2659 -0.5746 2.6882
C 2.7238 -1.0733 0.4365
C 2.5225 0.0293 -0.3170
C 3.0268 0.4548 -1.5667
C 4.0700 -0.4043 -1.9346
C 4.2701 -1.4991 -1.3677
C 3.6842 -1.8650 -0.1914
H 4.1740 -2.9441 0.3569
H 5.0989 -2.2856 -1.9100
F 4.7638 0.0784 -2.8823
H 2.8888 1.3998 -1.9508
H 1.8803 0.8354 0.1784
C 0.8893 -3.2952 0.7618
C -0.3764 -2.8966 0.4955
H -0.9143 -3.5255 -0.5204
H -0.7855 -1.9031 0.1886
H 1.5631 -3.0130 -0.4325
H 0.9999 -4.5032 0.8370
H 1.0165 -2.3131 3.8327
H 0.7297 -4.0112 3.2838
H -1.0690 -4.6454 1.7544
C -3.4829 -1.1742 2.3806
C -2.7611 -0.1456 1.9334
O -2.3835 0.7672 2.6090
H -4.6529 -1.1393 2.6082
H -3.2891 -1.6620 3.4659
H -4.6290 -2.6144 1.1532
H -2.4268 2.4386 1.1581
H -1.2775 4.0812 -0.3257
H -0.2208 7.5108 -2.0628
H 0.8411 7.7691 -3.4273
H -0.6285 6.7952 -3.3372
```

=====

Number 1 is which compound?
C25H26F6N5O12ReS4

=====

net charge of number 3 (C25H26FN3O5)?
0